# 1
The following is a DFT calculation (ωB97M-V/def2-TZVPD) of an isolated ion of composition C8H11N2S and charge +1 at a distorted geometry.

CARTESIAN COORDINATES (ANGSTROEM)
C (1.734, -1.491, -2.196)
C (0.795, -0.642, -1.798)
S (-0.277, 0.017, -3.093)
C (-1.300, 0.801, -1.850)
C (-0.713, 0.887, -0.708)
C (-1.390, 1.672, 0.453)
C (-2.625, 0.954, 0.725)
N (0.496, 0.118, -0.560)
C (0.755, -0.513, 0.530)
N (1.473, -0.876, 1.361)
C (2.284, -1.287, 2.395)
H (2.491, -2.030, -1.623)
H (1.782, -1.566, -3.259)
H (-1.946, 1.554, -2.255)
H (-0.718, 1.726, 1.259)
H (-1.678, 2.760, 0.174)
H (-2.832, 1.083, 1.765)
H (-2.280, -0.142, 0.574)
H (-3.501, 1.158, 0.120)
H (1.624, -1.728, 3.137)
H (2.740, -0.431, 2.733)
H (3.087, -2.023, 2.118)

Properties
E_tot = -22279.004 eV
lowest unoccupied orbital energy = -4.24 eV
SMILES = C=C1SC=C(CC)N1C#[N+]C
HOMO energy = -11.73 eV
charge = +1
2S+1 = 1
energy relative to the best compared isomer or geometry (same formula, charge and spin) = 266.97 kJ/mol



# 2
The following is a DFT calculation (ωB97M-V/def2-TZVPD) of a 2-piece molecular cluster, C5H12N2O overall at a distorted geometry.

CARTESIAN COORDINATES (ANGSTROEM)
C (2.258, -1.650, 0.199)
C (1.525, -0.582, -0.157)
C (-0.341, 0.360, 1.988)
C (-0.227, 1.708, -1.176)
C (0.090, -0.649, -0.329)
N (-2.033, 0.308, -1.058)
N (-0.594, 0.353, -1.075)
O (-0.736, -1.742, -0.422)
H (3.257, -1.407, 0.425)
H (1.714, -2.620, 0.178)
H (1.763, 0.396, -0.263)
H (0.555, 0.882, 2.021)
H (-0.559, -0.483, 2.667)
H (-1.212, 0.968, 1.718)
H (-1.052, 2.472, -1.402)
H (0.165, 1.839, -0.129)
H (0.610, 1.858, -1.781)
H (-2.398, -0.615, -1.015)
H (-2.550, 0.952, -0.485)
H (-0.234, -2.351, 0.095)

Properties
E_tot = -10401.143 eV
lowest unoccupied orbital energy (alpha / beta) = 0.48 / 0.54 eV
HOMO energy (alpha / beta) = -6.33 / -7.47 eV
charge = 0
2S+1 = 1
energy relative to the best compared isomer or geometry (same formula, charge and spin) = 702.52 kJ/mol



# 3
The following is a DFT calculation (ωB97M-V/def2-TZVPD) of an isolated ion of composition C6H13N2 and charge +1 at a distorted geometry.

CARTESIAN COORDINATES (ANGSTROEM)
C (0.361, -1.972, 0.980)
C (-0.354, 0.208, -0.479)
C (-0.715, 0.233, 0.896)
C (0.386, -3.252, 0.325)
C (-2.104, -0.262, 1.207)
C (1.689, 1.715, -0.832)
N (0.361, -0.995, 1.567)
N (0.170, 1.462, -1.001)
H (-0.467, -0.670, -1.150)
H (-0.435, 1.020, 1.559)
H (0.081, -3.942, 1.109)
H (1.422, -3.627, 0.131)
H (-0.411, -3.262, -0.360)
H (-2.145, -0.263, 2.300)
H (-2.348, -1.305, 0.790)
H (-2.746, 0.426, 0.779)
H (2.305, 0.954, -1.282)
H (2.118, 2.472, -1.463)
H (1.792, 1.823, 0.302)
H (0.166, 1.403, -2.028)
H (-0.377, 2.183, -0.562)

Properties
E_tot = -9401.866 eV
lowest unoccupied orbital energy (alpha / beta) = -3.35 / -3.35 eV
HOMO energy (alpha / beta) = -11.26 / -11.26 eV
charge = +1
2S+1 = 1
energy relative to the best compared isomer or geometry (same formula, charge and spin) = 482.60 kJ/mol